Record 1
{"formula": "C15H39N7PtSSi2Te", "method": "ωB97M-V with the def2-TZVPD basis set", "charge": 4, "molar_mass_g_mol": 728.44, "species": ["Pt", "C", "N", "C", "C", "N", "N", "C", "N", "N", "H", "H", "H", "H", "H", "H", "H", "H", "H", "H", "H", "C", "Si", "C", "C", "C", "Te", "C", "Si", "C", "C", "C", "H", "H", "H", "H", "H", "H", "H", "H", "H", "H", "H", "H", "H", "H", "H", "H", "H", "H", "H", "H", "H", "H", "S", "C", "N", "C", "C", "N", "H", "H", "H", "H", "H", "H"], "coordinates": [[-1.701440, 0.409162, -0.479451], [-1.024013, 3.833560, 3.792971], [-1.410612, 2.539145, 3.206133], [-1.864977, 1.494779, 4.131211], [-1.324594, 2.283419, 1.909950], [-1.369812, 1.063815, 1.410477], [-1.144355, 3.360484, 1.074458], [-0.993906, 3.371459, -0.282061], [-0.632262, 4.540650, -0.805804], [-1.195035, 2.304672, -1.020725], [-0.745445, 3.671358, 4.830097], [-1.852437, 4.544938, 3.786333], [-0.151778, 4.254370, 3.293660], [-2.179076, 1.963173, 5.058877], [-1.066418, 0.787571, 4.368276], [-2.724073, 0.961957, 3.723431], [-1.446054, 0.344995, 2.116677], [-1.160288, 4.264772, 1.524497], [-0.510249, 5.371866, -0.247582], [-0.562972, 4.671750, -1.803693], [-1.050922, 2.465295, -2.008896], [2.948516, -3.314202, 1.616315], [1.302127, -3.888910, 0.977362], [-0.173464, -3.045967, 1.741495], [1.199762, -5.715806, 0.727632], [1.174138, -3.207713, -0.989960], [1.429845, -1.212849, -1.099153], [3.352536, -1.249838, -1.959729], [4.502338, 0.285961, -1.615372], [6.279361, -0.227248, -1.831686], [4.162484, 1.600943, -2.890821], [4.149694, 0.753845, 0.167571], [3.021051, -3.533867, 2.685075], [3.101833, -2.236092, 1.488231], [3.771269, -3.843174, 1.130038], [-0.203954, -3.232422, 2.817815], [-1.107246, -3.431323, 1.325224], [-0.148816, -1.961758, 1.583730], [1.206202, -6.196895, 1.712689], [2.056531, -6.085208, 0.162049], [0.283079, -6.005480, 0.211841], [0.158245, -3.484281, -1.293659], [1.935683, -3.713570, -1.585370], [3.173414, -1.395930, -3.037292], [3.794719, -2.177153, -1.573235], [6.455064, -0.610247, -2.837292], [6.558170, -0.987713, -1.100503], [6.899951, 0.657462, -1.675339], [4.528015, 1.296378, -3.871992], [4.686184, 2.514897, -2.605206], [3.095284, 1.832257, -2.978884], [4.582029, 0.027181, 0.859797], [3.068328, 0.820543, 0.372546], [4.586087, 1.723977, 0.409470], [-2.970721, -0.983451, -1.698943], [-4.591885, -0.334101, -1.888786], [-4.982811, 0.912685, -1.724554], [-6.427788, 1.074484, -2.005091], [-6.867511, -0.376813, -2.298844], [-5.590117, -1.112955, -2.227313], [-4.365866, 1.681831, -1.527619], [-6.575513, 1.737346, -2.855091], [-6.939057, 1.503919, -1.147267], [-7.325487, -0.494799, -3.278252], [-7.569119, -0.764140, -1.562707], [-5.511861, -2.102976, -2.407780]], "forces_ev_per_a": [[-1.4, 1.3, 0.0], [-0.1, 0.2, 0.0], [0.0, 0.0, 0.0], [0.1, -0.2, 0.1], [0.2, -0.2, 0.2], [0.1, -0.2, -0.4], [0.0, 0.3, 0.0], [0.2, 0.1, 0.0], [-0.1, 0.0, -0.1], [0.2, -0.6, 0.3], [0.0, -0.1, 0.0], [0.0, 0.0, -0.1], [0.0, 0.0, 0.0], [0.0, 0.0, 0.0], [0.0, 0.0, 0.0], [0.0, 0.1, 0.0], [-0.1, 0.0, 0.0], [0.0, 0.0, 0.0], [0.0, 0.0, 0.0], [0.0, 0.0, 0.0], [0.0, -0.2, 0.0], [-0.1, 0.2, -0.3], [0.2, -0.5, 1.2], [0.0, 0.0, -0.2], [-0.2, 0.3, -0.4], [-0.1, 1.0, -1.4], [0.7, -0.9, -0.2], [-0.1, 0.1, 0.2], [1.1, 0.6, -0.2], [-0.6, -0.4, 0.2], [-0.6, -0.2, 0.4], [-0.3, -0.2, -0.2], [-0.1, 0.0, 0.0], [0.1, 0.0, 0.1], [0.0, 0.0, 0.0], [0.1, 0.0, 0.0], [0.0, 0.0, 0.0], [0.0, 0.0, 0.1], [0.0, 0.1, 0.0], [0.0, -0.1, 0.0], [0.0, -0.1, 0.0], [-0.1, -0.2, 0.6], [0.1, -0.1, 0.2], [-0.1, 0.0, 0.0], [-0.1, -0.1, -0.1], [0.1, 0.0, 0.0], [0.2, 0.0, -0.1], [0.0, 0.0, 0.0], [0.0, 0.0, 0.0], [0.0, 0.0, 0.0], [0.1, 0.2, -0.1], [0.0, 0.0, 0.0], [0.0, 0.1, 0.1], [0.0, 0.0, 0.0], [0.9, -0.3, -0.2], [-0.2, 0.2, 0.4], [-0.1, 0.1, 0.0], [-0.1, 0.1, -0.1], [-0.2, 0.0, 0.0], [0.0, -0.1, -0.1], [0.1, -0.1, 0.0], [0.1, 0.0, 0.0], [0.0, -0.1, 0.1], [0.1, 0.0, -0.1], [0.1, 0.0, 0.1], [0.1, 0.0, 0.0]]}


Record 2
{"formula": "C3H6N2S", "method": "ωB97M-V with the def2-TZVPD basis set", "charge": 0, "molar_mass_g_mol": 102.16, "species": ["C", "C", "C", "N", "N", "S", "H", "H", "H", "H", "H", "H"], "coordinates": [[1.912322, 1.412166, -0.087995], [0.665604, -0.643315, -0.039027], [-0.398124, -0.383654, 0.950407], [1.506634, 0.365273, -0.578848], [-2.173397, -0.265431, -1.006738], [-1.643554, 0.703846, 0.191741], [2.539114, 2.211539, -0.521380], [1.324228, -1.362278, 0.347122], [0.194696, -1.178589, -0.861622], [-1.025581, -1.238987, 1.208968], [0.010890, 0.145933, 1.795024], [-2.912828, 0.233493, -1.397649]], "forces_ev_per_a": [[-0.5, 0.0, 0.2], [-0.3, -1.7, -1.4], [-1.2, 1.5, -0.2], [0.5, 1.6, -0.1], [1.9, -0.7, 1.6], [-0.3, 0.0, -0.2], [-0.1, -0.6, -0.1], [1.1, -1.2, 0.8], [0.0, 0.2, -0.3], [0.8, -0.3, 0.1], [-0.2, 0.1, 0.6], [-1.8, 1.1, -1.1]]}


Record 3
{"formula": "C2H3P", "method": "ωB97M-V with the def2-TZVPD basis set", "charge": 0, "molar_mass_g_mol": 58.02, "species": ["C", "C", "P", "H", "H", "H"], "coordinates": [[0.254253, 0.138308, 0.004709], [-1.000833, -0.345901, -0.100892], [2.932401, -0.021690, -0.049446], [0.612279, 1.102964, 0.078212], [-1.787509, 0.473233, -0.027232], [-1.010591, -1.346914, 0.094649]], "forces_ev_per_a": [[0.7, -1.1, -0.5], [2.9, 4.0, 0.8], [-2.6, -0.6, 0.1], [-0.2, 2.1, -0.1], [0.6, -1.7, -0.2], [-1.4, -2.7, -0.1]]}


Record 4
{"formula": "C10H20N2O4", "method": "ωB97M-V with the def2-TZVPD basis set", "smiles": "CC(C)C[C@H](N)C(=O)N[C@H](C(=O)O)[C@@H](C)O", "charge": 0, "molar_mass_g_mol": 232.28, "species": ["C", "C", "C", "C", "C", "C", "C", "C", "C", "C", "H", "H", "H", "H", "H", "H", "H", "H", "H", "H", "H", "H", "H", "H", "H", "H", "H", "H", "H", "H", "N", "N", "O", "O", "O", "O"], "coordinates": [[-0.716732, 1.002684, 0.175622], [-0.031870, 1.710874, -0.908647], [-1.979956, 0.420431, -0.574971], [-2.760321, -0.669720, 0.254434], [-1.721615, -1.827902, 0.775544], [-3.884703, -1.073280, -0.558857], [2.047684, 0.131650, -0.970513], [1.356550, -1.300138, -0.942523], [3.163180, 0.575130, 0.064070], [2.512632, 0.516020, 1.460306], [-1.743748, 2.658140, 0.955836], [-0.389770, 2.324260, 1.759664], [-0.040213, 0.169270, 0.646502], [-1.488634, -0.030979, -1.413737], [-2.760854, 1.104474, -0.937862], [-3.318228, -0.279991, 1.326461], [-0.981303, -2.106950, -0.064808], [-1.111073, -1.279711, 1.620127], [-2.362324, -2.701651, 1.166606], [-4.670421, -0.198600, -0.573556], [-3.523791, -1.119318, -1.717027], [-4.325893, -2.101898, -0.119338], [1.515167, 2.067392, -1.912929], [2.608192, -0.171084, -1.956232], [3.645156, 1.570265, -0.099555], [4.607036, -0.764802, 0.764532], [3.478484, 0.274972, 2.234940], [1.739467, -0.398142, 1.246584], [1.991640, 1.613190, 1.758133], [2.938666, -1.807586, 0.045915], [-1.152791, 1.812976, 1.294713], [1.157961, 1.258570, -1.421463], [-0.481393, 2.763342, -1.285438], [0.376456, -1.483712, -1.679178], [4.180972, -0.483686, -0.065078], [2.126389, -2.174488, -0.348276]], "forces_ev_per_a": [[-1.1, -1.9, 1.1], [1.4, 0.3, 0.8], [0.2, -1.0, 2.5], [2.0, 0.7, 3.8], [-0.5, 1.5, -0.1], [-2.5, -1.3, -2.8], [0.8, 1.2, -3.4], [-1.1, 2.5, -2.3], [-0.5, -1.0, 0.6], [0.5, 0.1, 0.9], [1.1, -2.1, 0.3], [0.0, -0.7, -0.3], [-1.6, 1.3, -1.2], [-0.4, -0.8, -0.8], [0.9, 0.6, 0.3], [2.0, -0.5, -2.8], [-1.5, 0.1, 1.4], [-1.2, -1.5, -1.4], [1.4, 1.2, -0.5], [1.1, -1.9, 0.1], [-1.1, -0.6, 2.6], [0.6, 2.4, -1.5], [0.8, -0.6, -0.5], [-0.5, 1.0, 1.6], [-0.5, -0.9, -0.5], [-0.3, 0.8, -0.2], [-3.2, 0.6, -1.7], [1.7, 2.3, 2.1], [1.3, -3.4, -0.7], [0.0, 0.5, -0.4], [-0.9, 2.8, 0.0], [0.3, -0.8, 0.9], [-0.3, 1.1, -0.8], [2.7, -0.3, 2.6], [-0.4, 0.1, 0.1], [-1.0, -1.8, 0.2]]}


Record 5
{"formula": "C5H10O2", "method": "ωB97M-V with the def2-TZVPD basis set", "smiles": "C[C@@H](O)CCC=O", "charge": 0, "molar_mass_g_mol": 102.13, "species": ["C", "C", "O", "C", "C", "C", "O", "H", "H", "H", "H", "H", "H", "H", "H", "H", "H"], "coordinates": [[-2.098509, -0.054033, -0.122439], [-0.732264, -0.614299, -0.499503], [-0.175455, 0.134504, -1.568877], [0.195618, -0.698625, 0.743771], [1.625788, -0.251587, 0.475525], [1.743969, 1.231282, 0.236095], [0.831447, 2.023588, 0.328094], [-2.582035, -0.657267, 0.653018], [-1.978062, 0.963813, 0.273155], [-2.751726, -0.011793, -0.999332], [-0.846420, -1.621032, -0.918171], [-0.245940, 1.065411, -1.316262], [-0.205390, -0.074731, 1.550714], [0.203499, -1.729444, 1.117157], [2.069388, -0.769754, -0.383480], [2.277205, -0.479043, 1.333375], [2.760371, 1.590084, -0.025360]], "forces_ev_per_a": [[0.0, 0.0, 0.0], [-0.1, -0.2, 0.1], [0.0, 0.2, 0.0], [0.0, 0.0, 0.1], [0.0, 0.0, 0.0], [-0.1, 0.2, 0.0], [0.4, -0.3, 0.0], [0.1, 0.0, -0.1], [0.0, -0.2, -0.1], [0.1, 0.0, 0.1], [0.0, 0.1, 0.1], [0.1, -0.1, -0.1], [0.0, 0.0, -0.1], [0.0, 0.2, -0.1], [0.0, 0.1, 0.1], [-0.1, 0.0, -0.1], [-0.1, 0.0, 0.0]]}


Record 6
{"formula": "C3H2N2O2", "method": "ωB97M-V with the def2-TZVPD basis set", "charge": 0, "molar_mass_g_mol": 98.06, "species": ["N", "C", "O", "C", "O", "C", "N", "H", "H"], "coordinates": [[0.947421, -0.975474, 0.665692], [0.154063, 0.136517, 0.567503], [0.513325, 0.870311, -0.473747], [-0.556476, 1.737743, -0.787221], [-0.556453, 2.368645, -1.785809], [0.001958, -1.938992, 0.873004], [-0.887626, -2.676295, 0.937635], [1.713046, -1.179225, 0.013195], [-1.329258, 1.656770, -0.010251]], "forces_ev_per_a": [[-0.5, 0.0, -0.1], [0.1, 0.2, -0.2], [0.1, 0.1, 0.2], [-0.1, 0.6, -0.5], [0.1, -0.3, 0.4], [-0.4, -1.3, 0.1], [1.0, 0.4, 0.2], [-0.3, 0.0, 0.1], [0.1, 0.2, -0.1]]}


What did we get for ΔE to the lowest compared entry with this formula, charge and spin? Answer: 594.2, 439.8, 423.8, 520.1, 122.3, 288.6 kJ/mol, in the order shown.